[1]
Density functional theory data (wB97M-V/def2-TZVPD) for 10 unconnected molecules or ions with the total composition C54H86BrF3N7O24S3.

The value obtained for the highest occupied orbital energy is -10.5 eV. For the LUMO energy, the calculation gives -3.56 eV. The value obtained for the gap between HOMO and LUMO is 6.94 eV. Its total charge is +1. The energy comes out at -8366.14475 a.u. The molecular weight is 1450.406 g mol⁻¹. Its maximum force is 0.0689 Eh/bohr.

Each line ends with the Löwdin charge.
Element x y z (Å)
C  2.17  -2.93  4.66  -0.03
C  2.94  -1.59  4.61  -0.17
O  2.10  -0.57  3.98  -0.10
N  2.62  -0.07  2.82  0.01
C  2.85  -1.04  1.74  -0.08
C  1.56  -1.91  1.48  -0.14
C  1.16  -1.72  -0.03  -0.18
S  -0.57  -2.14  -0.41  0.59
O  -1.24  -0.93  -0.80  -0.30
O  -0.56  -3.06  -1.50  -0.25
O  -1.27  -2.71  0.90  -0.14
C  2.80  1.20  2.73  -0.20
N  2.63  2.28  3.54  0.04
C  2.11  2.25  4.89  -0.57
Br  0.20  1.69  5.01  0.78
C  3.04  1.51  5.91  -0.23
C  2.29  0.89  7.11  -0.15
C  2.34  3.50  2.73  -0.18
N  0.90  3.92  2.74  0.07
C  0.70  4.85  3.48  -0.84
S  0.27  6.09  4.31  0.86
C  2.55  2.99  1.27  -0.22
C  3.01  3.96  0.18  -0.13
C  2.12  5.23  0.03  -0.17
C  0.97  5.09  -1.00  -0.16
C  0.03  3.88  -0.75  -0.23
N  -1.31  4.16  -1.29  0.02
C  -1.60  3.49  -2.53  -0.52
N  -2.17  4.15  -3.42  0.16
N  -1.30  2.09  -2.79  0.10
N  3.31  1.75  1.50  -0.08
S  4.99  1.85  1.33  0.74
O  5.55  2.99  1.98  -0.22
O  5.30  1.88  -0.05  -0.22
C  5.86  0.34  2.00  -0.69
F  5.55  0.04  3.25  0.16
F  7.13  0.67  1.99  0.17
F  5.75  -0.69  1.19  0.18
H  1.16  -2.76  4.25  0.08
H  2.68  -3.77  4.18  0.08
H  2.00  -3.19  5.72  0.09
H  3.07  -1.26  5.65  0.10
H  3.95  -1.65  4.19  0.12
H  3.09  -0.56  0.78  0.12
H  3.69  -1.71  1.96  0.13
H  1.87  -2.94  1.69  0.09
H  0.74  -1.64  2.17  0.11
H  1.89  -2.27  -0.63  0.12
H  1.26  -0.64  -0.23  0.10
H  -1.58  -1.95  1.42  0.11
H  2.08  3.29  5.24  0.10
H  3.69  2.30  6.34  0.12
H  3.73  0.82  5.41  0.09
H  1.68  1.68  7.58  0.08
H  1.68  0.02  6.85  0.05
H  3.03  0.61  7.87  0.09
H  2.87  4.41  3.03  0.17
H  1.54  2.62  1.00  0.14
H  3.12  3.46  -0.79  0.13
H  4.03  4.33  0.42  0.11
H  1.77  5.58  1.02  0.10
H  2.76  6.04  -0.34  0.12
H  0.34  5.98  -0.88  0.12
H  1.34  5.13  -2.04  0.12
H  -0.09  3.71  0.33  0.10
H  0.51  2.98  -1.20  0.10
H  -2.02  3.85  -0.62  0.12
H  -2.33  3.56  -4.24  0.06
H  -1.20  1.60  -1.90  0.05
H  -0.39  2.06  -3.25  0.07
O  -2.19  8.28  -1.11  0.09
C  -3.12  8.03  -1.83  -0.50
O  -3.85  6.89  -1.75  0.02
C  -4.81  6.85  -2.82  -0.16
C  -5.01  8.30  -3.23  -0.16
C  -3.63  8.89  -2.96  -0.08
H  -4.41  6.24  -3.62  0.12
H  -5.74  6.41  -2.46  0.11
H  -5.35  8.41  -4.26  0.12
H  -5.75  8.77  -2.58  0.12
H  -2.96  8.78  -3.82  0.13
H  -3.69  9.94  -2.66  0.12
O  -8.18  7.05  -3.03  0.10
C  -8.64  5.95  -3.18  -0.49
O  -8.20  5.08  -4.11  0.03
C  -9.02  3.89  -4.10  -0.14
C  -9.67  3.87  -2.73  -0.16
C  -9.80  5.35  -2.41  -0.07
H  -9.76  3.98  -4.91  0.13
H  -8.41  3.02  -4.29  0.09
H  -10.61  3.32  -2.71  0.12
H  -9.00  3.40  -2.02  0.08
H  -10.73  5.77  -2.79  0.13
H  -9.71  5.55  -1.34  0.12
O  -8.92  1.55  -1.53  0.11
C  -8.84  1.06  -0.44  -0.46
O  -9.73  1.30  0.56  0.04
C  -9.30  0.65  1.76  -0.16
C  -8.38  -0.47  1.30  -0.16
C  -7.76  0.12  0.05  -0.07
H  -8.79  1.38  2.39  0.13
H  -10.17  0.27  2.30  0.13
H  -7.66  -0.77  2.06  0.11
H  -8.97  -1.35  1.04  0.12
H  -6.86  0.71  0.28  0.13
H  -7.53  -0.64  -0.69  0.12
O  0.66  -4.75  2.54  0.08
C  1.06  -5.55  1.73  -0.48
O  0.64  -5.57  0.45  0.03
C  1.22  -6.71  -0.23  -0.13
C  2.45  -7.06  0.57  -0.15
C  2.04  -6.67  1.98  -0.07
H  0.49  -7.51  -0.25  0.09
H  1.46  -6.43  -1.26  0.14
H  2.74  -8.10  0.46  0.10
H  3.29  -6.44  0.25  0.12
H  1.52  -7.49  2.49  0.14
H  2.89  -6.33  2.57  0.12
O  0.67  -9.54  -0.57  0.10
C  0.11  -10.20  0.26  -0.47
O  0.73  -11.17  0.98  0.03
C  -0.23  -11.85  1.81  -0.15
C  -1.38  -10.87  1.97  -0.15
C  -1.35  -10.13  0.64  -0.07
H  -0.54  -12.77  1.31  0.13
H  0.23  -12.10  2.76  0.13
H  -2.33  -11.35  2.18  0.12
H  -1.17  -10.17  2.78  0.12
H  -1.94  -10.63  -0.13  0.14
H  -1.68  -9.09  0.74  0.13
O  13.79  1.92  1.40  0.14
C  12.67  1.52  1.48  -0.48
O  12.34  0.20  1.52  0.03
C  10.91  0.05  1.51  -0.17
C  10.37  1.38  2.00  -0.17
C  11.41  2.36  1.50  -0.07
H  10.60  -0.17  0.49  0.13
H  10.63  -0.78  2.15  0.12
H  9.36  1.58  1.65  0.10
H  10.35  1.39  3.10  0.12
H  11.19  2.70  0.48  0.13
H  11.52  3.21  2.16  0.13
O  3.90  -7.97  4.86  0.12
C  4.30  -8.78  4.06  -0.48
O  3.89  -8.81  2.77  -0.01
C  4.47  -9.95  2.10  -0.15
C  5.70  -10.30  2.92  -0.15
C  5.28  -9.90  4.33  -0.07
H  3.74  -10.76  2.09  0.13
H  4.72  -9.68  1.08  0.13
H  6.00  -11.34  2.83  0.12
H  6.55  -9.68  2.60  0.12
H  4.75  -10.71  4.84  0.13
H  6.12  -9.55  4.92  0.13
O  0.75  2.60  -5.68  0.11
C  0.64  3.74  -6.04  -0.49
O  -0.40  4.53  -5.68  0.00
C  -0.30  5.80  -6.35  -0.15
C  1.17  5.94  -6.72  -0.16
C  1.58  4.49  -6.96  -0.07
H  -0.95  5.79  -7.22  0.13
H  -0.63  6.59  -5.68  0.13
H  1.34  6.60  -7.57  0.12
H  1.73  6.34  -5.87  0.12
H  1.39  4.18  -7.98  0.13
H  2.62  4.32  -6.69  0.13
O  -8.56  1.51  -5.83  0.11
C  -7.59  0.84  -5.67  -0.48
O  -7.33  0.16  -4.52  0.03
C  -6.03  -0.46  -4.60  -0.16
C  -5.75  -0.58  -6.09  -0.16
C  -6.46  0.64  -6.66  -0.07
H  -5.31  0.18  -4.09  0.13
H  -6.06  -1.42  -4.11  0.12
H  -4.68  -0.62  -6.32  0.12
H  -6.21  -1.49  -6.48  0.12
H  -5.82  1.53  -6.65  0.13
H  -6.85  0.46  -7.65  0.13


[2]
Density functional theory data (wB97M-V/def2-TZVPD) for a molecular structure, C54H88Br22N3O4PS3.

The value obtained for the highest occupied orbital energy is -7.8 eV. For the LUMO energy, the calculation gives -0.41 eV. The value obtained for the gap between HOMO and LUMO is 7.42 eV. Its total charge is 0. The energy comes out at -60739.36988 a.u. The molecular weight is 2728.378 g mol⁻¹. Its maximum force is 0.2367 Eh/bohr.

Each line ends with the Löwdin charge.
Element x y z (Å)
C  -5.88  -2.15  4.39  0.05
C  -4.88  -2.49  5.03  -0.38
C  -3.42  -2.60  5.67  -0.32
C  -2.25  -2.02  4.70  -0.18
C  -2.64  -2.31  3.19  -0.20
C  -1.46  -2.17  2.16  -0.18
C  -1.22  -3.30  1.21  -0.02
C  -0.12  -3.15  0.18  -0.26
P  0.10  -4.61  -1.02  0.92
O  -1.33  -5.56  -0.86  -0.32
O  -0.10  -3.88  -2.55  -0.33
C  0.75  -1.90  0.10  -0.12
C  1.91  -1.82  -0.99  -0.14
C  3.12  -2.71  -0.39  -0.20
C  4.08  -3.30  -1.50  -0.19
C  3.31  -4.29  -2.51  -0.34
O  4.38  -5.09  -3.16  -0.53
C  0.50  -0.77  1.03  -0.16
C  -0.62  -0.96  2.05  -0.31
S  -0.85  0.52  3.13  0.93
C  -0.77  1.85  1.85  -0.31
C  0.35  1.64  0.85  -0.20
C  0.46  2.65  -0.25  0.04
C  -0.53  3.77  -0.32  -0.18
C  -0.48  4.83  -1.51  -0.14
C  -1.96  4.91  -2.15  -0.25
C  -2.59  3.48  -2.40  -0.47
S  -4.13  3.54  -3.47  0.81
C  -5.55  2.88  -2.50  -0.98
S  -6.22  3.86  -1.31  0.64
N  -6.16  1.59  -2.70  -0.21
C  -5.64  0.88  -3.90  -0.26
C  -4.22  0.19  -3.73  -0.10
C  -6.17  0.75  -1.48  -0.25
C  -7.63  0.75  -0.79  -0.14
C  -1.63  3.98  0.70  0.04
C  -1.74  2.97  1.81  -0.18
N  -2.78  3.03  2.85  -0.09
C  -3.79  1.93  2.69  -0.08
C  -3.38  4.35  2.94  -0.43
C  -4.56  4.88  2.03  -0.02
O  -2.91  5.13  3.77  0.06
N  1.27  0.50  0.99  0.02
H  -6.86  -2.15  3.85  0.07
H  -3.42  -1.93  6.60  0.10
H  -3.22  -3.64  5.99  0.00
H  -2.21  -0.91  4.95  0.01
H  -1.26  -2.51  4.91  0.12
H  -3.41  -1.52  2.90  0.12
H  -3.13  -3.30  3.01  0.04
H  -1.86  -4.22  1.28  0.10
H  -2.06  -4.96  -1.16  0.05
H  -0.79  -3.18  -2.51  0.06
H  2.32  -0.77  -1.10  0.09
H  1.58  -2.18  -2.01  0.09
H  2.61  -3.53  0.22  0.09
H  3.73  -2.09  0.34  0.11
H  4.68  -2.51  -2.05  0.06
H  4.84  -3.96  -0.97  0.07
H  2.72  -3.75  -3.29  0.08
H  2.71  -5.02  -1.89  0.06
H  4.33  -6.02  -2.77  0.05
H  1.27  2.53  -1.03  0.12
H  0.22  4.49  -2.33  0.11
H  -0.25  5.86  -1.10  0.12
H  -1.96  5.47  -3.13  0.11
H  -2.68  5.46  -1.46  0.11
H  -1.86  2.77  -2.90  0.09
H  -2.92  2.95  -1.45  0.08
H  -6.39  0.06  -4.16  0.13
H  -5.66  1.60  -4.77  0.10
H  -4.36  -0.74  -3.10  0.06
H  -3.85  -0.09  -4.76  0.09
H  -3.47  0.85  -3.19  0.05
H  -5.45  1.12  -0.67  0.11
H  -5.94  -0.35  -1.66  0.11
H  -7.86  -0.23  -0.27  0.07
H  -7.75  1.59  -0.05  -0.08
H  -8.39  0.87  -1.63  0.08
H  -2.33  4.84  0.58  0.10
H  -3.67  1.22  3.57  0.02
H  -4.86  2.29  2.63  0.09
H  -3.49  1.32  1.78  0.10
H  -5.57  4.51  2.38  0.07
H  -4.54  6.01  1.90  0.10
H  -4.42  4.40  1.01  0.04
H  1.72  0.60  1.92  0.13
Br  8.54  -0.98  -3.41  0.60
C  8.32  -0.24  -1.62  -0.71
C  7.10  -0.80  -0.94  -0.70
Br  5.47  0.01  -1.62  0.67
H  8.29  0.84  -1.73  -0.05
H  9.23  -0.52  -1.09  0.06
H  7.12  -0.57  0.13  0.04
H  6.99  -1.88  -1.07  -0.03
Br  9.35  3.18  -1.50  0.65
C  7.68  3.69  -2.37  -0.67
C  7.14  4.98  -1.81  -0.71
Br  6.30  4.70  -0.08  0.60
H  6.99  2.85  -2.26  0.03
H  7.93  3.81  -3.43  0.03
H  6.35  5.37  -2.45  0.06
H  7.90  5.74  -1.67  -0.01
Br  -11.49  0.19  0.99  0.60
C  -11.82  2.11  1.03  -0.69
C  -10.76  2.86  0.28  -0.66
Br  -9.11  2.98  1.30  0.66
H  -11.88  2.39  2.08  0.05
H  -12.79  2.24  0.56  0.06
H  -11.06  3.89  0.11  0.06
H  -10.50  2.40  -0.68  0.05
Br  3.24  -5.81  -4.37  1.08
C  2.32  -6.48  -5.99  -0.63
C  2.16  -5.39  -7.01  -0.70
Br  0.70  -4.18  -6.53  0.57
H  1.37  -6.92  -5.67  0.04
H  2.97  -7.27  -6.38  0.05
H  1.87  -5.80  -7.98  0.05
H  3.05  -4.77  -7.13  0.04
Br  8.16  5.29  -6.23  0.63
C  9.86  6.24  -6.13  -0.68
C  10.46  6.12  -4.75  -0.68
Br  9.57  7.30  -3.48  0.65
H  9.67  7.27  -6.42  0.05
H  10.50  5.77  -6.87  0.06
H  11.50  6.45  -4.76  0.06
H  10.41  5.11  -4.35  0.04
Br  -7.40  3.85  5.11  0.60
C  -6.01  4.66  6.21  -0.70
C  -6.61  5.58  7.26  -0.69
Br  -7.16  7.27  6.48  0.60
H  -5.33  5.17  5.54  0.04
H  -5.50  3.83  6.68  0.04
H  -5.86  5.84  8.01  0.06
H  -7.48  5.15  7.75  0.05
Br  -4.37  -4.69  4.68  1.02
C  -4.63  -6.59  5.07  -0.59
C  -5.07  -7.35  3.84  -0.70
Br  -6.95  -7.04  3.45  0.60
H  -5.34  -6.65  5.89  0.06
H  -3.65  -6.95  5.41  0.06
H  -4.99  -8.43  4.00  0.05
H  -4.51  -7.08  2.94  0.05
Br  8.36  0.75  -8.12  0.60
C  6.69  1.25  -8.99  -0.70
C  6.15  2.54  -8.44  -0.70
Br  5.31  2.28  -6.70  0.59
H  6.00  0.41  -8.87  0.05
H  6.94  1.36  -10.04  0.06
H  5.36  2.93  -9.08  0.06
H  6.91  3.31  -8.31  0.01
Br  -3.15  1.30  6.40  0.69
C  -2.04  2.71  7.17  -0.66
C  -0.86  3.02  6.29  -0.68
Br  0.53  1.66  6.47  0.60
H  -1.77  2.38  8.17  0.05
H  -2.70  3.57  7.24  0.05
H  -0.38  3.95  6.61  0.06
H  -1.10  3.08  5.23  0.03
Br  8.22  -2.29  2.66  0.62
C  7.20  -3.82  2.02  -0.73
C  8.08  -4.79  1.26  -0.68
Br  8.46  -4.12  -0.53  0.66
H  6.38  -3.43  1.43  0.03
H  6.80  -4.30  2.92  -0.02
H  7.57  -5.74  1.10  0.03
H  9.04  -4.97  1.74  0.05
Br  4.29  -4.72  3.74  0.68
C  3.27  -6.25  3.09  -0.67
C  4.15  -7.21  2.32  -0.67
Br  4.55  -6.53  0.54  0.67
H  2.45  -5.85  2.49  0.05
H  2.87  -6.73  3.98  0.06
H  3.64  -8.15  2.16  0.06
H  5.11  -7.39  2.81  0.05